(1)
The following is a quantum chemistry calculation of a molecular structure, C27H22NO2S4Ti, from the Open Molecules 2025 dataset.

The geometry in ORCA input format:
```
! RIJCOSX wB97M-V def2-TZVPD def2/J DEFGRID3
* xyz 1 1
Ti -0.63696 -0.41588 -0.06693
S -1.22034 -1.71730 1.79100
C -0.17187 -1.33658 3.15300
C -0.59867 -1.54518 4.45943
C 0.25170 -1.24825 5.51354
C 1.52778 -0.75307 5.27754
C 1.96664 -0.55712 3.97723
C 1.10582 -0.83983 2.92926
S 1.56310 -0.68701 1.22935
C 2.15959 1.01269 1.16464
C 2.04508 1.46570 -0.25739
C 2.99881 2.32055 -0.78974
C 2.85536 2.76597 -2.08915
C 1.75543 2.33920 -2.81351
C 0.84861 1.48083 -2.22055
C -0.39122 1.05666 -2.94928
S -1.80354 1.16682 -1.82111
C -1.53825 2.77677 -1.12037
C -1.64703 3.90578 -1.92158
C -1.41818 5.15796 -1.37794
C -1.10483 5.27139 -0.02902
C -1.02400 4.14517 0.77389
C -1.23638 2.87422 0.24009
S -1.21987 1.46320 1.30586
N 0.98610 1.03955 -0.95949
H -1.59394 -1.92512 4.64599
H -0.08658 -1.40290 6.52915
H 2.18565 -0.52718 6.10527
H 2.96899 -0.19279 3.79099
H 3.19078 1.08100 1.50447
H 1.51218 1.61814 1.80377
H 3.83507 2.62846 -0.17820
H 3.57925 3.43930 -2.52725
H 1.58391 2.67024 -3.82809
H -0.33550 0.00857 -3.25097
H -0.54911 1.66518 -3.83711
H -1.91452 3.80344 -2.96642
H -1.49782 6.04052 -1.99742
H -0.93380 6.24748 0.40524
H -0.80186 4.24244 1.82854
C -3.84057 -3.01047 -1.46066
C -2.43306 -2.57994 -1.20647
O -2.27664 -1.46974 -0.64663
C -1.30337 -3.39310 -1.58376
C -1.48532 -4.74063 -1.95520
C -0.41508 -5.52718 -2.29634
C 0.86901 -4.96910 -2.29978
C 1.07833 -3.64851 -1.97407
C -0.00236 -2.83757 -1.60643
O 0.22676 -1.56400 -1.32870
H -4.51552 -2.19730 -1.21185
H -4.07542 -3.87027 -0.82905
H -3.97357 -3.31931 -2.49682
H -2.48004 -5.16486 -1.94778
H -0.55694 -6.56566 -2.55828
H 1.71638 -5.58674 -2.56882
H 2.06933 -3.21663 -1.99386
*
```

As for the energy above the lowest of the compared OMol25 structures with the same formula, charge and spin: 0.0000 eV. As for the LUMO energy: -3.307 eV.

---

(2)
The following is a quantum chemistry calculation of a molecular structure, C8H16F6PdS4Sb, from the Open Molecules 2025 dataset.

The geometry in ORCA input format:
```
! RIJCOSX wB97M-V def2-TZVPD def2/J DEFGRID3
* xyz 2 2
Pd 0.29924 -0.45031 -0.69830
C -1.66695 -2.30441 1.25419
C -0.73202 -1.61858 2.22975
S 0.87050 -1.40972 1.40060
C 1.61778 0.00558 2.25257
C 2.74492 0.52584 1.37906
S 2.31261 0.82179 -0.37203
C 1.63646 2.51500 -0.39573
C 0.26996 2.68127 0.24572
S -0.85694 1.57695 -0.65352
C -2.22697 1.17169 0.46613
C -2.90066 -0.06548 -0.10640
S -1.82002 -1.51551 -0.38082
H -2.67488 -2.39834 1.66278
H -1.32159 -3.31324 1.01805
H -0.56121 -2.24395 3.10841
H -1.09653 -0.64761 2.55953
H 2.00261 -0.34911 3.21112
H 0.84667 0.75005 2.44136
H 3.56207 -0.19549 1.32630
H 3.15910 1.45364 1.77664
H 1.60886 2.75908 -1.46057
H 2.37765 3.16743 0.06899
H -0.08913 3.70323 0.10930
H 0.25773 2.44655 1.30819
H -2.92355 2.01263 0.46796
H -1.84481 1.03071 1.47511
H -3.30536 0.13567 -1.10064
H -3.73011 -0.39123 0.52329
F 0.95373 -2.18505 -1.90234
Sb 0.62216 -1.47203 -3.76043
F -1.00461 -0.82832 -2.90218
F 1.27461 0.16071 -2.90362
F 2.35819 -1.93565 -4.18314
F 0.20096 -0.53137 -5.29162
F -0.22045 -3.06242 -4.17368
*
```

As for the energy above the lowest of the compared OMol25 structures with the same formula, charge and spin: 0.0000 eV. As for the LUMO energy (alpha / beta): -10.124 / -10.085 eV.

---

(3)
The following is a quantum chemistry calculation of 2 unconnected molecules or ions with the total composition C2H4Cl2N2 in a non-equilibrium geometry, from the Open Molecules 2025 dataset.

The geometry in ORCA input format:
```
! RIJCOSX wB97M-V def2-TZVPD def2/J DEFGRID3
* xyz 0 1
C -0.48477 0.77663 0.14495
C -0.27506 -0.64431 0.21849
N 0.33495 1.63355 0.69516
N 0.98873 -1.14514 0.43126
Cl -2.18134 1.12855 -0.31145
Cl -1.55393 -1.72044 -0.08995
H 0.17236 0.24285 -2.19409
H 0.18305 2.71885 0.64418
H 1.74038 -0.75984 -0.05316
H 1.07562 -2.23071 0.51463
*
```

As for the energy above the lowest of the compared OMol25 structures with the same formula, charge and spin: 4.3093 eV. As for the LUMO energy (alpha / beta): -0.696 / -0.777 eV.

---

(4)
The following is a quantum chemistry calculation of a gas-phase ion, C4H13NOP (charge +1) in a non-equilibrium geometry, from the Open Molecules 2025 dataset.

The geometry in ORCA input format:
```
! RIJCOSX wB97M-V def2-TZVPD def2/J DEFGRID3
* xyz 1 1
C 1.06402 0.14177 -2.33838
C -1.02262 0.34577 2.19520
C 0.24594 -1.63470 0.69083
C 0.80489 0.96983 -0.21537
N 1.32144 1.11957 -1.36620
O -1.86720 -0.85172 -0.34270
P -0.72255 -0.00590 0.46782
H 1.57290 0.33078 -3.26994
H 1.41271 -0.86534 -2.00843
H -0.03786 0.06968 -2.48638
H -1.92097 0.10085 2.66291
H -0.33097 -0.13497 2.92449
H -0.79684 1.38950 2.52633
H 1.13862 -1.18063 0.94656
H -0.02937 -2.24333 1.55180
H 0.27967 -2.22835 -0.21780
H -1.19095 1.39138 0.08745
H 0.97125 1.75709 0.44106
H 1.77295 1.96466 -1.69269
H -2.66505 -0.43595 -0.55656
*
```

As for the energy above the lowest of the compared OMol25 structures with the same formula, charge and spin: 3.0056 eV. As for the LUMO energy: -4.350 eV. Its SMILES is C/[NH+]=C\[PH](C)(C)O.

---

(5)
The following is a quantum chemistry calculation of a gas-phase ion, C2H5N2O (charge +1) in a non-equilibrium geometry, from the Open Molecules 2025 dataset.

The geometry in ORCA input format:
```
! RIJCOSX wB97M-V def2-TZVPD def2/J DEFGRID3
* xyz 1 1
C -0.76991 -0.55148 0.33433
C 1.41390 0.19160 -0.38251
N -1.50080 0.57103 0.97326
N 0.22705 -0.21979 -0.63119
O -1.20443 1.69103 0.77121
H -0.35153 -1.10000 1.18847
H -1.56363 -1.16088 -0.11206
H 1.80518 0.18221 0.62717
H 2.05175 0.56712 -1.17086
H -0.10757 -0.17084 -1.59780
*
```

As for the energy above the lowest of the compared OMol25 structures with the same formula, charge and spin: 3.8293 eV. As for the LUMO energy: -6.005 eV. Its SMILES is C=[NH+]CN=O.

---

(6)
The following is a quantum chemistry calculation of 5 unconnected molecules or ions with the total composition C13H26F5NO7 in a non-equilibrium geometry, from the Open Molecules 2025 dataset.

The geometry in ORCA input format:
```
! RIJCOSX wB97M-V def2-TZVPD def2/J DEFGRID3
* xyz 0 1
O 0.63395 -1.45213 2.16499
C 1.60686 -2.17591 1.54448
N 2.40971 -3.13564 0.91791
C 1.43612 -4.08535 0.19237
O 1.12214 -3.38809 -1.09640
C -0.35338 -3.50920 -1.28461
O -0.73964 -3.97576 -2.49628
C 2.03471 -5.59559 -0.02659
F 1.52406 -6.09057 -1.35858
F 3.50816 -5.49226 -0.13406
C 1.57587 -6.68236 1.12047
F 1.87603 -8.05840 0.60407
F 0.08274 -6.65880 1.32171
F 2.33017 -6.52705 2.40731
H 0.44318 -4.06539 0.85266
H -1.08104 -3.15978 -0.43686
C -0.73836 1.02574 -1.74066
C -1.87944 0.06314 -1.48463
O -1.61211 -0.70767 -0.32244
H 0.20252 0.48118 -1.87094
H -0.92689 1.62460 -2.63618
H -0.60100 1.69933 -0.88848
H -1.99896 -0.62218 -2.32893
H -2.82158 0.60077 -1.34045
H -1.51606 -0.09049 0.42300
C -3.66809 3.58943 -5.53622
C -2.30319 3.23346 -4.98438
O -2.28654 1.87518 -4.57074
H -4.44308 3.42750 -4.77994
H -3.69903 4.63500 -5.85553
H -3.91888 2.95225 -6.39057
H -2.06606 3.85736 -4.11759
H -1.52430 3.38042 -5.73883
H -2.48989 1.32909 -5.34936
C 0.84581 0.78590 4.91276
C 2.21071 0.42994 5.46461
O 2.22736 -0.92835 5.87825
H 0.07082 0.62397 5.66904
H 0.81487 1.83147 4.59346
H 0.59502 0.14872 4.05841
H 2.44784 1.05383 6.33139
H 2.98960 0.57689 4.71015
H 2.02401 -1.47444 5.09962
C 0.66372 4.92757 0.30028
C 0.37034 4.16257 1.57422
O 0.55421 2.77131 1.35765
H 0.00684 4.59311 -0.50931
H 0.52217 6.00179 0.44914
H 1.69229 4.74989 -0.03029
H -0.66470 4.32537 1.88882
H 1.03190 4.48224 2.38515
H 1.47850 2.63639 1.08692
*
```

As for the LUMO energy: -1.498 eV. Its SMILES is O=C=N[C@@H](OC=O)C(F)(F)C(F)(F)F.CCO.CCO.CCO.CCO.

---

Number 1: energy -100397.0571 eV. Number 2: energy -78205.3404 eV. Number 3: energy -30159.3891 eV. Number 4: energy -17176.3255 eV. Number 5: energy -7172.2025 eV. Number 6: energy -43303.8433 eV.